No. 1
{"formula": "C44H43N10O5S2Sr", "method": "ωB97M-V/def2-TZVPD", "symbols": ["Sr", "N", "C", "N", "C", "N", "N", "C", "C", "C", "C", "C", "C", "N", "C", "C", "C", "C", "C", "C", "H", "H", "H", "H", "H", "H", "H", "H", "H", "H", "H", "C", "C", "N", "C", "C", "S", "C", "C", "S", "C", "N", "C", "H", "H", "H", "H", "H", "H", "H", "H", "O", "C", "O", "C", "C", "C", "C", "C", "C", "C", "C", "C", "N", "H", "H", "H", "H", "H", "H", "C", "O", "C", "O", "N", "N", "H", "H", "H", "H", "H", "H", "C", "C", "C", "C", "C", "C", "C", "O", "C", "C", "C", "H", "H", "H", "H", "H", "H", "H", "H", "H", "H", "H", "H"], "xyz": [[-0.431, 0.380, -0.067], [-5.115, -0.112, -0.167], [-3.841, 0.234, -0.449], [-2.884, 0.210, 0.417], [-3.113, -0.350, 1.644], [-2.172, -0.873, 2.359], [-0.935, -0.859, 1.853], [-0.169, -1.842, 2.127], [1.198, -1.846, 1.649], [2.197, -2.504, 2.375], [3.507, -2.415, 1.950], [3.772, -1.725, 0.777], [2.713, -1.138, 0.103], [1.465, -1.173, 0.529], [-4.484, -0.490, 2.105], [-4.827, -0.792, 3.420], [-6.139, -1.069, 3.743], [-7.121, -1.047, 2.758], [-6.802, -0.735, 1.453], [-5.481, -0.455, 1.119], [-5.783, -0.228, -0.916], [-3.663, 0.693, -1.408], [-0.505, -2.676, 2.743], [1.931, -3.045, 3.271], [4.306, -2.855, 2.526], [4.779, -1.646, 0.400], [2.881, -0.609, -0.823], [-4.042, -0.818, 4.159], [-6.404, -1.322, 4.757], [-8.144, -1.286, 3.003], [-7.554, -0.714, 0.680], [-1.830, 1.531, -3.418], [-2.046, 2.554, -2.377], [-1.769, 2.417, -1.126], [-2.213, 3.460, -0.366], [-2.808, 4.461, -1.084], [-2.843, 4.071, -2.751], [-2.164, 3.395, 1.081], [-2.950, 4.130, 1.928], [-2.677, 3.674, 3.556], [-1.498, 2.504, 2.992], [-1.354, 2.498, 1.714], [-0.792, 1.635, 3.957], [-1.356, 0.662, -2.962], [-1.218, 1.919, -4.229], [-2.787, 1.234, -3.852], [-3.216, 5.384, -0.728], [-3.681, 4.874, 1.692], [-0.511, 2.196, 4.846], [0.083, 1.190, 3.493], [-1.452, 0.822, 4.260], [-3.189, -1.656, -1.528], [-1.978, -1.881, -1.406], [-1.053, -1.037, -1.483], [-1.572, -3.327, -1.210], [-1.318, -4.108, -2.360], [-0.991, -5.424, -2.206], [-0.940, -5.966, -0.904], [-0.661, -7.322, -0.652], [-0.672, -7.807, 0.626], [-0.970, -6.956, 1.701], [-1.241, -5.631, 1.491], [-1.228, -5.099, 0.185], [-1.517, -3.789, 0.011], [-1.403, -3.645, -3.331], [-0.776, -6.057, -3.057], [-0.447, -7.969, -1.489], [-0.461, -8.849, 0.809], [-0.983, -7.361, 2.701], [-1.521, -4.981, 2.305], [3.577, 2.712, 3.967], [2.684, 1.836, 3.300], [2.023, 2.219, 2.195], [1.411, 1.392, 1.555], [2.093, 3.523, 1.845], [1.371, 3.929, 0.692], [4.094, 2.099, 4.702], [3.049, 3.513, 4.494], [4.306, 3.134, 3.272], [2.364, 4.236, 2.507], [1.296, 4.939, 0.678], [0.440, 3.506, 0.714], [6.311, 1.993, -5.527], [5.280, 1.851, -4.459], [5.563, 2.190, -3.141], [4.611, 2.101, -2.144], [5.017, 2.432, -0.737], [3.300, 1.686, -2.476], [2.287, 1.690, -1.438], [1.113, 1.375, -1.541], [3.012, 1.301, -3.807], [1.654, 0.828, -4.203], [4.009, 1.384, -4.765], [7.307, 2.087, -5.105], [6.112, 2.890, -6.112], [6.278, 1.144, -6.206], [6.558, 2.533, -2.902], [6.090, 2.607, -0.702], [4.782, 1.613, -0.059], [4.510, 3.327, -0.380], [2.651, 2.048, -0.466], [1.313, 0.020, -3.555], [1.651, 0.481, -5.234], [0.942, 1.644, -4.093], [3.797, 1.100, -5.786]], "mulliken_charge": [2.09, 0.29, -1.25, 0.77, -0.37, -1.86, 2.14, -1.50, 1.28, -1.19, -0.56, -1.05, -0.70, 0.68, 0.46, -0.30, -0.96, -0.51, -0.96, 0.00, 0.33, 0.43, 0.29, 0.55, 0.45, 0.53, 0.73, 0.50, 0.43, 0.42, 0.45, -0.93, 0.12, 1.24, -0.71, -0.66, -0.26, -0.08, -0.66, -0.25, 0.41, 0.59, -1.01, -0.35, 0.61, 0.45, 0.49, 0.51, 0.60, -0.15, 0.22, -0.77, 0.38, -0.81, 0.35, -0.65, -1.07, 1.07, -0.75, -0.54, -0.57, -0.47, -0.09, 0.02, 0.54, 0.41, 0.39, 0.40, 0.40, 0.49, -0.94, -0.33, -0.15, 1.35, 0.05, -0.55, 0.26, 0.33, 0.34, 0.25, 0.31, 0.00, -1.62, 0.68, -1.02, 0.66, -1.31, 0.77, -0.10, 0.27, 0.67, -1.10, -1.07, 0.38, 0.31, 0.39, 0.37, 0.41, 0.17, 0.28, -0.67, 0.17, 0.41, 0.08, 0.41], "multiplicity": 1, "mol_weight_g_mol": 943.647, "max_force_ha_per_bohr": 0.076, "homo_ev": -9.90, "total_charge": 1}

=====

No. 2
{"formula": "C26H38BrNOP2Ru", "method": "ωB97M-V/def2-TZVPD", "symbols": ["C", "C", "C", "C", "N", "C", "C", "C", "C", "C", "C", "C", "C", "C", "Ru", "P", "H", "H", "H", "H", "H", "H", "H", "H", "C", "C", "H", "H", "H", "H", "H", "C", "C", "H", "H", "H", "H", "H", "C", "C", "H", "H", "H", "H", "H", "Br", "P", "C", "C", "H", "H", "H", "H", "H", "C", "C", "H", "H", "H", "H", "H", "C", "C", "H", "H", "H", "H", "H", "O", "C"], "xyz": [[-0.356, 5.812, -2.285], [-0.568, 4.464, -2.726], [-0.876, 4.285, -4.103], [-0.816, 5.383, -4.965], [-0.536, 6.617, -4.539], [-0.314, 6.834, -3.239], [-0.440, 3.324, -1.899], [-0.611, 2.540, -0.921], [-1.303, 2.231, 0.325], [-0.444, 2.257, 1.461], [-1.051, 2.049, 2.752], [-2.225, 1.329, 2.803], [-3.024, 1.121, 1.648], [-2.604, 1.656, 0.422], [0.063, 0.782, -0.064], [2.395, -0.745, 1.424], [-1.114, 3.304, -4.509], [-0.181, 6.067, -1.241], [-0.996, 5.256, -6.038], [-0.096, 7.870, -2.949], [-3.239, 1.719, -0.474], [0.439, 2.912, 1.458], [-3.960, 0.563, 1.724], [-0.541, 2.358, 3.663], [2.330, -2.337, 2.281], [3.372, -3.346, 1.804], [1.309, -2.734, 2.153], [2.444, -2.112, 3.355], [3.394, -4.163, 2.536], [3.080, -3.759, 0.825], [4.388, -2.925, 1.738], [2.548, -0.944, -0.342], [3.527, 0.034, -0.993], [1.499, -0.787, -0.749], [2.830, -1.993, -0.557], [3.398, -0.061, -2.084], [3.271, 1.064, -0.692], [4.571, -0.208, -0.726], [3.585, 0.290, 2.295], [5.013, -0.280, 2.399], [3.158, 0.416, 3.307], [3.588, 1.288, 1.822], [5.667, 0.504, 2.803], [5.057, -1.134, 3.089], [5.420, -0.588, 1.425], [-2.379, 0.367, 4.374], [-2.228, -2.468, -0.589], [-0.618, -3.086, 0.018], [-0.372, -4.507, -0.545], [-0.636, -3.099, 1.122], [0.171, -2.385, -0.319], [0.706, -4.711, -0.627], [-0.811, -5.276, 0.110], [-0.824, -4.626, -1.545], [-3.320, -2.298, 0.874], [-4.503, -3.287, 0.840], [-3.706, -1.271, 0.880], [-2.718, -2.439, 1.785], [-4.969, -3.370, 1.829], [-5.282, -2.951, 0.146], [-4.200, -4.293, 0.529], [-2.073, -0.897, -1.457], [-2.489, -1.090, -2.921], [-1.041, -0.456, -1.344], [-2.774, -0.214, -0.967], [-2.694, -0.120, -3.377], [-1.712, -1.582, -3.512], [-3.401, -1.694, -2.995], [0.174, -0.426, 2.675], [0.643, -0.035, 1.600]], "mulliken_charge": [-0.19, 0.40, -0.37, -0.41, 0.11, -0.45, 0.63, -0.64, 0.29, -0.31, -0.83, -0.03, -0.47, -0.56, -0.10, 1.05, 0.46, 0.47, 0.42, 0.43, 0.69, 0.57, 0.96, 0.49, -0.55, -1.21, 0.34, 0.45, 0.44, 0.29, 0.30, -0.25, -1.34, -0.14, 0.55, 0.45, 0.29, 0.35, -0.49, -1.22, 0.50, 0.54, 0.40, 0.36, 0.31, 0.06, 0.08, 0.83, -1.30, 0.27, -0.49, 0.34, 0.40, 0.40, 0.08, -1.26, -0.20, 0.51, 0.40, 0.37, 0.37, 1.62, -1.55, -0.68, -0.18, 0.40, 0.43, 0.44, -0.37, 0.04], "multiplicity": 5, "mol_weight_g_mol": 623.518, "max_force_ha_per_bohr": 0.115, "homo_ev": [-19.51, -19.35], "total_charge": 4}

=====

Number 1 is which compound? C44H43N10O5S2Sr